This record from the Open Molecules 2025 dataset describes C36H22N4OPS2Tl as an isolated structure. The level of theory is ωB97M-V with the def2-TZVPD basis set.

Its HOMO energy is -0.0418 hartree. The calculation puts the energy above the lowest of the compared OMol25 structures with the same formula, charge and spin at 0.0 kcal per mole. As for the spin multiplicity: 1. For the maximum force, the calculation gives 4.03 eV/Å. The value obtained for the total energy is -2989.433398 Ha. As for the total charge: -2.

Geometry as XYZ:
```
67
Properties=species:S:1:pos:R:3:forces:R:3:nbo_charge:R:1
Tl -5.0845 12.0477 16.0375 -0.525 -0.858 1.420 0.4862
O -10.1757 14.5657 16.5096 0.192 0.837 0.551 -0.6175
N -8.9433 14.8113 17.2417 -0.877 -0.699 -0.116 -0.1031
C -8.1213 15.5442 16.6225 0.704 0.547 0.314 0.0261
C -8.3924 16.3264 15.3910 0.158 0.455 -0.027 -0.0851
C -9.0358 17.5854 15.4625 -0.582 -0.231 -0.321 -0.1438
C -9.6198 18.1311 14.3073 0.410 -0.962 -0.179 -0.2389
C -9.5488 17.3532 13.1251 -0.522 0.838 -0.053 -0.2245
C -8.7902 16.2009 13.0466 0.038 1.577 0.723 -0.1920
C -8.0598 15.7861 14.1533 -0.616 -0.520 -0.796 -0.3049
P -6.7258 14.5536 13.8281 -0.024 -0.169 0.585 0.9188
C -7.6700 13.3509 12.8412 0.541 0.329 -0.100 -0.3651
C -6.9674 12.6216 11.8811 -0.201 -0.241 0.082 -0.1407
C -7.5120 11.4392 11.3882 -0.549 -0.316 0.388 -0.2344
C -8.7409 10.9831 11.8722 -0.401 1.318 1.047 -0.2263
C -9.4682 11.7613 12.8291 0.444 -0.628 -1.379 -0.1960
C -8.9526 12.9752 13.2456 -0.504 -0.096 0.426 -0.2242
C -5.7331 15.5126 12.5935 -0.262 -0.173 -0.392 -0.3347
C -5.9861 15.6510 11.2129 0.069 0.020 0.558 -0.2315
C -5.1961 16.5401 10.4745 -0.148 -0.195 0.238 -0.2184
C -4.1640 17.2859 11.0721 -0.474 -0.507 0.035 -0.2198
C -3.9051 17.0979 12.4416 0.015 0.103 -0.943 -0.2314
C -4.6513 16.1851 13.1642 -0.357 -0.182 0.854 -0.1212
H -10.8542 14.5292 17.2133 0.755 -0.155 -0.396 0.4668
H -7.1454 15.5883 17.1200 -0.165 0.005 0.017 0.2599
H -9.1234 18.1051 16.4252 -0.052 -0.388 -0.363 0.2076
H -10.1658 19.0843 14.3233 0.368 -0.477 0.035 0.2076
H -10.0446 17.6783 12.2057 -0.018 0.087 0.389 0.1986
H -8.7170 15.6979 12.1113 0.182 -0.328 -0.535 0.2157
H -5.9868 12.9738 11.5550 -0.243 -0.318 0.228 0.2192
H -6.9587 10.8105 10.7044 0.056 0.127 -0.194 0.2078
H -9.1887 10.0727 11.5244 0.059 -0.402 -0.147 0.1988
H -10.4474 11.4169 13.1769 0.367 0.144 -0.129 0.2029
H -9.5651 13.6194 13.9061 0.670 -0.485 -0.204 0.2354
H -6.7887 15.0488 10.7339 0.623 0.659 0.333 0.2194
H -5.4389 16.6413 9.4219 0.269 0.136 -0.031 0.1991
H -3.5790 17.9590 10.4322 -0.187 -0.203 0.521 0.2071
H -3.1227 17.6482 12.9373 0.214 0.058 -0.001 0.2153
H -4.4407 15.9764 14.2354 -0.016 0.299 -0.827 0.2376
S -5.1971 13.7493 18.3721 -0.895 -0.531 -0.630 -0.3612
C -3.6421 14.3043 18.7357 2.120 1.287 0.505 -0.2181
C -3.5780 15.5509 19.4511 -0.161 -1.432 -1.013 -0.1315
C -2.3739 16.1322 19.7920 0.747 -0.407 -0.108 -0.2465
C -2.3962 17.3293 20.5502 0.023 1.809 0.858 0.3218
N -2.4649 18.3170 21.1686 0.118 -1.324 -0.782 -0.4160
C -1.1571 15.4661 19.4604 -0.669 0.503 0.444 -0.2023
C -1.1746 14.2221 18.8527 0.148 -0.183 -0.270 -0.1969
C -2.3557 13.6094 18.3705 -1.506 2.536 1.932 -0.2060
S -2.3129 12.1926 17.5330 -0.162 -1.883 -1.357 -0.3169
C 0.0936 16.0836 19.7541 1.525 0.466 0.567 0.3220
N 1.1351 16.5488 19.9958 -1.322 -0.523 -0.351 -0.4106
H -4.5217 16.0582 19.6755 0.408 -0.260 0.012 0.2098
H -0.2055 13.7125 18.7373 -0.607 0.211 -0.250 0.2154
N 0.3339 11.3861 7.6521 -0.664 0.244 1.358 -0.3950
C -0.1970 11.6544 8.6548 1.170 -0.229 -1.551 0.3111
C -0.9003 12.0433 9.8329 0.262 -0.273 -0.633 -0.2453
C -2.1637 12.5889 9.6121 0.321 0.142 -0.423 -0.1488
C -2.9381 12.8880 10.6989 -0.833 0.309 0.170 -0.2407
C -2.5234 12.5733 12.0015 1.021 -0.651 -0.200 0.0521
C -1.1970 12.0587 12.1835 -0.767 0.437 0.369 -0.2047
C -0.3787 11.8136 11.1140 -0.569 -0.011 -0.566 -0.1718
C -3.4047 12.6608 13.0908 -1.937 0.497 2.324 -0.3323
C -4.1983 12.7630 14.0627 2.543 0.497 -3.081 -0.3517
H -2.4894 12.7748 8.5718 0.127 -0.120 0.802 0.2172
H -3.9153 13.3467 10.5519 0.151 -0.138 0.126 0.2172
H -0.8687 11.8592 13.1949 -0.039 -0.008 0.020 0.2349
H 0.6095 11.3893 11.2141 0.037 0.027 0.114 0.2185
```
Forces are in eV/Å.

This record from the Open Molecules 2025 dataset describes a 8-piece molecular cluster, C24H69O29P5S3 overall. The level of theory is ωB97M-V with the def2-TZVPD basis set.

As for the SMILES: CCOS(C)(=O)=O.CCOS(C)(=O)=O.CCOS(C)(=O)=O.COP(=O)(OC)OC.COP(=O)(OC)OC.COP(=O)(OC)OC.COP(=O)(OC)OC.COP(=O)(OC)OC. Its HOMO energy is -0.3822 hartree. The calculation puts the energy above the lowest of the compared OMol25 structures with the same formula, charge and spin at 0.0 kcal per mole. As for the spin multiplicity: 1. For the maximum force, the calculation gives 1.76 eV/Å. The value obtained for the total energy is -6039.591540 Ha. As for the total charge: 0.

Geometry as XYZ:
```
130
Properties=species:S:1:pos:R:3:forces:R:3:lowdin_charge:R:1
C -6.8232 2.3952 -4.7219 -0.058 0.182 -0.152 -0.0632
C -5.3326 2.2698 -4.9041 -0.041 -0.501 -0.466 -0.2682
O -4.6786 2.7854 -3.7301 0.139 0.311 -0.118 -0.2540
S -3.4121 2.0194 -3.1599 -1.021 -0.585 -0.521 0.5512
C -4.2357 0.8980 -2.0923 0.849 -0.824 0.078 -0.1144
O -2.7801 1.3213 -4.2386 0.261 -0.049 0.120 -0.2739
O -2.7026 2.9712 -2.3886 0.454 0.565 0.402 -0.2618
H -7.3341 2.0926 -5.6372 0.062 0.134 -0.074 0.0831
H -7.0454 3.4422 -4.5135 -0.263 -0.089 0.039 0.0842
H -7.2234 1.7632 -3.9301 0.204 0.064 0.180 0.0686
H -5.0239 1.2409 -5.1033 -0.016 0.002 0.255 0.1127
H -4.9883 2.8363 -5.7706 -0.024 0.190 0.137 0.1250
H -4.7850 0.1631 -2.6782 -0.411 0.372 -0.100 0.0825
H -4.8205 1.4770 -1.3878 -0.182 -0.147 0.046 0.0748
H -3.4688 0.2874 -1.6021 0.073 0.316 0.220 0.0550
C 1.2997 -5.2521 1.4611 0.683 0.489 0.225 -0.0635
C 0.2845 -5.6525 2.4960 0.067 -0.523 -0.753 -0.2610
O -0.8698 -4.8171 2.2600 0.027 -0.050 0.378 -0.2774
S -2.0617 -4.9442 3.3072 0.629 0.503 -0.125 0.5639
C -1.4381 -4.0820 4.7323 0.003 -0.580 0.204 -0.1018
O -3.0912 -4.1378 2.7575 -0.584 0.080 -0.300 -0.2630
O -2.2400 -6.3207 3.6191 -0.154 -0.338 0.116 -0.2595
H 1.7214 -4.2767 1.7243 -0.126 0.046 -0.242 0.0673
H 0.8626 -5.2086 0.4670 -0.082 0.012 -0.016 0.0905
H 2.1468 -5.9400 1.4366 -0.155 -0.152 0.068 0.0847
H 0.0060 -6.6934 2.3300 -0.189 0.033 0.290 0.1216
H 0.6666 -5.5270 3.5096 -0.097 0.033 0.064 0.1180
H -0.3782 -3.8656 4.6330 -0.031 0.178 -0.119 0.0612
H -1.5647 -4.7642 5.5705 -0.104 0.172 0.112 0.0718
H -2.0478 -3.1924 4.8350 0.129 0.129 0.109 0.0685
C 0.3199 -1.3371 -4.2796 -0.402 -1.173 0.700 -0.0440
C 1.8274 -1.4810 -4.2606 -0.900 1.427 0.505 -0.2797
O 2.1726 -2.6966 -4.9173 0.198 0.072 -0.232 -0.2336
S 3.6804 -2.8451 -5.4043 -0.341 0.022 0.596 0.5594
C 4.4693 -3.0493 -3.8374 0.103 0.334 -0.445 -0.1158
O 3.6984 -4.0617 -6.1320 0.126 -0.486 -0.308 -0.2633
O 4.1140 -1.6252 -6.0010 0.134 0.265 -0.217 -0.2723
H -0.1033 -2.0612 -3.5723 -0.007 -0.041 -0.153 0.0819
H -0.1145 -1.5785 -5.2479 0.109 0.351 -0.142 0.0877
H -0.0336 -0.3864 -3.8919 0.216 0.268 -0.355 0.0544
H 2.2634 -0.5941 -4.7189 0.350 -0.399 -0.372 0.0849
H 2.1566 -1.4564 -3.2174 0.194 -0.366 -0.106 0.0969
H 5.4887 -3.3752 -4.0261 0.009 -0.089 0.067 0.0767
H 3.8824 -3.7846 -3.2980 0.131 -0.056 0.171 0.0759
H 4.4737 -2.0568 -3.3868 0.019 -0.082 0.214 0.0348
C 3.1013 2.0513 -5.3178 -0.307 -0.339 -0.515 -0.0738
O 3.7007 2.5946 -4.1377 -0.169 0.215 -0.109 -0.2105
P 4.7520 1.7287 -3.3365 0.315 0.092 0.093 0.3211
O 4.4374 0.3120 -3.2462 -0.196 -0.652 0.161 -0.2020
O 6.1644 2.0068 -3.9667 0.102 0.044 -0.149 -0.1868
C 6.5058 3.3319 -4.3908 -0.307 0.269 -0.286 -0.0826
O 4.8539 2.5244 -1.9846 0.140 0.285 0.251 -0.1935
C 3.7638 2.5458 -1.0672 -0.338 0.339 -0.019 -0.0735
H 3.3091 2.6881 -6.1768 0.132 0.140 0.161 0.0922
H 2.0197 2.0039 -5.1878 0.046 0.056 0.147 0.0900
H 3.4646 1.0454 -5.5377 0.081 0.040 0.095 0.0700
H 6.3179 3.4263 -5.4616 0.143 -0.125 0.001 0.0914
H 7.5545 3.5082 -4.1798 0.044 -0.086 0.066 0.0907
H 5.8867 4.0830 -3.9001 0.131 -0.035 0.193 0.0852
H 2.8262 2.7317 -1.5946 -0.006 -0.206 0.013 0.0739
H 3.9098 3.3927 -0.3998 0.217 -0.091 0.055 0.0889
H 3.7221 1.6202 -0.4985 -0.032 -0.045 -0.022 0.0837
C -0.2858 1.2341 4.2109 0.023 -0.500 0.295 -0.0820
O -0.7424 1.6701 2.9348 0.238 0.248 -0.029 -0.2225
P -0.9086 3.2391 2.6923 0.128 -0.678 0.038 0.3174
O -1.7330 3.8964 3.6892 -0.215 0.414 0.435 -0.2065
O -1.3841 3.2385 1.2026 -0.147 0.330 -0.378 -0.2016
C -2.6685 2.6947 0.8747 -0.148 -0.542 -0.485 -0.0655
O 0.5552 3.8231 2.5854 0.468 0.173 -0.148 -0.2088
C 1.4017 3.4451 1.4725 -0.434 0.245 0.123 -0.0759
H 0.5700 1.7986 4.5821 -0.073 0.178 -0.125 0.0723
H 0.0502 0.2041 4.0983 -0.048 0.022 -0.042 0.0727
H -1.0883 1.2801 4.9472 -0.031 0.086 -0.043 0.0938
H -3.1496 2.2262 1.7312 0.008 0.087 0.068 0.0823
H -2.5025 1.9375 0.1056 -0.011 -0.019 0.142 0.0698
H -3.3106 3.4561 0.4376 0.123 0.201 0.183 0.0973
H 1.1463 4.0752 0.6208 -0.087 -0.158 -0.086 0.0953
H 1.2391 2.3948 1.2479 0.180 -0.082 -0.177 0.0763
H 2.4363 3.6489 1.7351 -0.031 -0.097 0.266 0.0762
C 5.2950 -1.9615 3.3903 -0.124 -0.369 -0.132 -0.0938
O 4.7963 -0.6624 3.0713 0.032 0.025 -0.146 -0.2075
P 4.0520 0.1161 4.2296 0.047 -0.006 -0.257 0.3177
O 2.8258 -0.5170 4.7173 -0.090 -0.163 0.265 -0.2294
O 5.1574 0.3805 5.3338 -0.016 -0.168 0.497 -0.2107
C 5.2377 -0.4362 6.5234 -0.304 -0.199 -0.453 -0.0737
O 3.9159 1.5100 3.5331 -0.019 0.195 -0.098 -0.1943
C 3.3927 2.6129 4.2845 0.235 0.540 0.146 -0.0756
H 4.6873 -2.4389 4.1637 0.055 0.039 0.007 0.0860
H 6.3375 -1.9111 3.7025 -0.017 0.121 0.054 0.0919
H 5.2269 -2.5722 2.4910 0.029 0.087 -0.003 0.0883
H 5.2596 0.2209 7.3846 0.190 0.029 0.061 0.0887
H 6.1255 -1.0582 6.4398 0.174 0.159 0.196 0.0858
H 4.3730 -1.0973 6.5963 -0.079 0.150 -0.004 0.0801
H 2.3669 2.8181 3.9971 -0.053 -0.106 0.001 0.0558
H 4.0070 3.4827 4.0547 -0.019 -0.044 -0.152 0.0984
H 3.4691 2.4702 5.3632 -0.101 -0.272 -0.044 0.0941
C 2.3830 -1.3370 -0.2109 0.248 -0.303 -0.438 -0.0638
O 1.0888 -1.5084 -0.8159 0.030 0.152 -0.035 -0.2087
P -0.0663 -0.5155 -0.3654 0.051 0.049 0.074 0.3296
O -1.3454 -0.8212 -0.9975 -0.319 -0.249 -0.205 -0.2076
O -0.0182 -0.5470 1.2024 0.216 -0.197 0.284 -0.2085
C -0.5101 -1.7492 1.8280 -0.296 0.594 0.513 -0.0717
O 0.4756 0.9397 -0.6095 -0.002 0.054 -0.296 -0.2134
C 0.1072 1.5988 -1.8405 0.201 0.550 -0.015 -0.0591
H 3.1097 -1.6094 -0.9762 0.036 -0.016 0.093 0.0842
H 2.4722 -2.0035 0.6409 0.004 -0.052 0.150 0.0784
H 2.5892 -0.3157 0.0998 -0.228 0.096 0.019 0.0735
H 0.1155 -1.9683 2.6931 0.304 -0.076 -0.242 0.0894
H -0.5658 -2.5837 1.1365 0.013 -0.076 0.026 0.0841
H -1.4925 -1.5000 2.2248 -0.117 -0.285 -0.134 0.0724
H -0.5805 1.0363 -2.4643 -0.095 -0.243 0.268 0.0509
H 1.0144 1.7830 -2.4158 0.037 0.023 0.050 0.0782
H -0.3720 2.5331 -1.5627 0.055 0.065 -0.078 0.0826
C -4.1411 -1.2217 1.5826 0.465 0.471 0.680 -0.0644
O -4.8801 0.0316 1.5457 0.133 -0.454 -0.930 -0.2175
P -6.4398 -0.0868 1.3598 0.135 0.535 0.366 0.2946
O -7.0545 -1.0199 2.2904 -0.590 -0.398 0.221 -0.2086
O -6.6428 -0.3681 -0.1734 0.352 -0.123 -0.290 -0.2168
C -7.9320 -0.4941 -0.7575 -0.282 -0.400 -0.661 -0.0850
O -6.8888 1.4269 1.4653 -0.008 -0.030 -0.029 -0.2107
C -6.8260 2.0567 2.7505 0.158 0.370 0.119 -0.0850
H -3.2180 -1.0712 1.0292 -0.056 0.078 -0.115 0.0647
H -4.6559 -2.0943 1.1900 -0.348 0.199 -0.050 0.0942
H -3.9269 -1.3714 2.6386 0.126 -0.370 -0.065 0.0863
H -8.0861 0.3409 -1.4415 -0.173 0.221 0.352 0.0835
H -8.7240 -0.6020 -0.0194 0.025 0.278 0.095 0.0917
H -7.9655 -1.3863 -1.3882 0.262 -0.081 0.227 0.0908
H -7.8228 2.1196 3.1797 -0.016 -0.088 0.013 0.0901
H -6.4258 3.0587 2.6008 -0.093 -0.009 -0.046 0.0903
H -6.1526 1.5358 3.4304 -0.090 -0.138 -0.015 0.0872
```
Forces are in eV/Å.

> Among the records above, which one has the highest total charge?

C24H69O29P5S3

> total energy of number 2 (C24H69O29P5S3)?

-6039.591540 Ha